Version 1
C4H11N2 | ωB97M-V with the def2-TZVPD basis set

Properties
- HOMO energy: -13.723 eV
- SMILES: CNC[NH+]1CC1
- Orbital gap: 10.5 eV

Structure (ORCA input):
```
! RIJCOSX wB97M-V def2-TZVPD def2/J DEFGRID3
* xyz 1 1
N -1.294 0.143 -0.419
N 1.651 -0.179 -0.439
C 2.439 0.995 0.067
C -1.630 0.231 1.116
C 0.365 -0.484 -0.844
C -2.152 -0.831 0.277
H 3.375 0.506 0.124
H 2.584 1.861 -0.627
H 0.076 0.143 -1.798
H -1.536 -1.830 0.290
H -2.227 1.058 1.391
H -0.882 0.017 1.835
H -1.691 0.859 -1.116
H 1.922 1.263 0.902
H 0.151 -1.524 -0.672
H -3.156 -1.086 -0.012
H 2.004 -1.142 -0.077
*
```

Here are the Löwdin charges for atoms 1 to 5, given in e:
1. N -0.03
2. N -0.08
3. C -0.01
4. C -0.02
5. C -0.07

Version 2
C4H11N2 | ωB97M-V with the def2-TZVPD basis set

Properties
- HOMO energy: -14.356 eV
- SMILES: C[N+]1(C)C[C@H]1N
- Orbital gap: 11.6 eV

Structure (ORCA input):
```
! RIJCOSX wB97M-V def2-TZVPD def2/J DEFGRID3
* xyz 1 1
N 2.071 -0.332 -0.453
N -0.283 0.091 0.092
C -1.493 0.742 -0.506
C 0.497 0.899 1.036
C 1.113 0.655 -0.287
C -0.446 -1.275 0.258
H -0.192 -1.388 1.314
H 2.274 -0.864 0.454
H 0.136 -1.897 -0.370
H -0.017 1.881 1.218
H 1.164 1.271 -1.205
H -1.395 0.531 -1.508
H -1.388 1.850 -0.290
H 2.867 -0.160 -1.062
H 0.852 0.559 2.048
H -1.476 -1.516 0.090
H -2.530 0.366 -0.128
*
```

Here are the Löwdin charges for atoms 1 to 5, given in e:
1. N 0.08
2. N -0.28
3. C 0.04
4. C -0.01
5. C -0.24

Version 3
C4H11N2 | ωB97M-V with the def2-TZVPD basis set

Properties
- HOMO energy: -13.305 eV
- SMILES: NCC/C=C/[NH3+]
- Orbital gap: 9.5 eV

Structure (ORCA input):
```
! RIJCOSX wB97M-V def2-TZVPD def2/J DEFGRID3
* xyz 1 1
N -2.226 0.698 -1.398
N 0.544 -0.390 2.113
C -0.766 0.561 -1.460
C 1.632 -0.629 1.195
C 1.285 -0.083 -0.180
C -0.205 -0.217 -0.516
H 1.679 -0.793 -1.014
H -0.239 1.330 -2.002
H 0.596 0.516 2.550
H 2.730 -0.297 1.467
H -2.614 1.336 -0.652
H 1.590 -1.683 1.159
H 1.643 0.908 -0.313
H -2.736 0.995 -2.301
H 0.810 -0.924 2.899
H -2.554 -0.258 -1.009
H -0.804 -1.080 -0.027
*
```

Here are the Löwdin charges for atoms 1 to 5, given in e:
1. N 0.14
2. N 0.00
3. C -0.12
4. C -0.30
5. C -0.18

Going by the energies, version 3 is most stable and the next is 13.1 kJ/mol up.

Version 1
C4H11N2 | ωB97M-V with the def2-TZVPD basis set

Properties
- HOMO energy: -13.652 eV
- Orbital gap: 10.1 eV

Structure (ORCA input):
```
! RIJCOSX wB97M-V def2-TZVPD def2/J DEFGRID3
* xyz 1 1
N -0.975 1.376 1.365
N 0.385 2.038 -0.400
C -1.119 -1.536 -0.133
C 1.260 -1.588 -1.011
C -0.186 2.225 0.761
C 0.182 -1.783 0.026
H 0.803 2.836 -0.851
H 1.943 -2.439 -1.031
H 0.868 -1.561 -2.031
H -1.544 -1.094 -1.030
H -1.302 1.644 2.276
H 0.551 -2.216 0.951
H -1.817 -1.982 0.568
H -1.230 0.470 0.964
H -0.042 3.176 1.258
H 1.872 -0.702 -0.833
H 0.352 1.136 -0.849
*
```

Here are the Löwdin charges for atoms 1 to 5, given in e:
1. N 0.21
2. N 0.21
3. C -0.05
4. C -0.10
5. C -0.16

Version 2
C4H11N2 | ωB97M-V with the def2-TZVPD basis set

Properties
- HOMO energy: -12.722 eV
- SMILES: NCC/C=C/[NH3+]
- Orbital gap: 8.9 eV

Structure (ORCA input):
```
! RIJCOSX wB97M-V def2-TZVPD def2/J DEFGRID3
* xyz 1 1
N -1.178 -2.638 -0.124
N 1.449 1.765 1.125
C -0.158 0.983 -0.533
C -0.270 -0.377 0.095
C -1.356 -1.132 -0.060
C 1.256 1.520 -0.283
H -0.512 -2.796 -0.874
H 1.442 2.335 -0.982
H 0.953 2.548 1.531
H 1.985 0.758 -0.577
H 2.437 1.898 1.305
H -0.971 -3.071 0.782
H -2.074 -3.075 -0.357
H 0.581 -0.600 0.737
H -2.382 -0.803 -0.114
H -0.874 1.679 -0.080
H -0.329 1.006 -1.591
*
```

Here are the Löwdin charges for atoms 1 to 5, given in e:
1. N 0.20
2. N 0.01
3. C -0.18
4. C -0.07
5. C -0.07

Version 3
C4H11N2 | ωB97M-V with the def2-TZVPD basis set

Properties
- HOMO energy: -14.572 eV
- Orbital gap: 10.7 eV

Structure (ORCA input):
```
! RIJCOSX wB97M-V def2-TZVPD def2/J DEFGRID3
* xyz 1 1
N -2.036 -0.153 -0.505
N 0.709 -0.468 0.115
C 0.723 -1.906 -0.058
C -3.066 0.155 0.143
C 1.645 1.789 0.261
C 1.664 0.313 -0.102
H 2.488 1.809 0.910
H 0.681 2.171 0.597
H -2.313 0.060 -1.548
H -0.177 -0.114 0.441
H 1.903 2.448 -0.601
H 0.801 -2.377 0.914
H -0.181 -2.177 -0.493
H -3.985 0.507 -0.380
H 2.649 0.133 -0.406
H 1.614 -2.258 -0.446
H -3.120 0.068 1.157
*
```

Here are the Löwdin charges for atoms 1 to 5, given in e:
1. N 0.01
2. N 0.04
3. C 0.01
4. C -0.09
5. C 0.00

Version 4
C4H11N2 | ωB97M-V with the def2-TZVPD basis set

Properties
- HOMO energy: -14.410 eV
- Orbital gap: 10.2 eV

Structure (ORCA input):
```
! RIJCOSX wB97M-V def2-TZVPD def2/J DEFGRID3
* xyz 1 1
N -0.221 0.013 -0.491
N -1.188 0.055 0.611
C -1.077 1.182 -0.305
C 2.842 -0.022 -0.379
C -2.361 -0.774 0.602
C 2.051 -0.340 0.753
H -0.622 -0.646 -1.225
H 1.781 0.203 1.634
H -1.894 1.372 -0.894
H 3.069 -0.870 -0.910
H -3.238 -0.611 1.273
H -2.120 -1.829 0.936
H -2.885 -0.802 -0.425
H 2.972 0.976 -0.612
H -0.654 2.103 0.006
H 0.924 -0.212 -0.119
H 1.985 -1.348 1.017
*
```

Here are the Löwdin charges for atoms 1 to 5, given in e:
1. N 0.07
2. N -0.11
3. C -0.04
4. C 0.12
5. C -0.09

Going by the energies, version 1 is most stable and the next is 132.7 kJ/mol up.